This record from OMol25 describes a structure of composition C5H9N2O. The level of theory is the ωB97M-V functional and the def2-TZVPD basis.

The charge is +1. As for the total energy: -380.31933 Eh. The energy relative to the best compared isomer or geometry (same formula, charge and spin) comes out at 347.82 kJ/mol. Its HOMO energy is -0.5252 Ha. The value obtained for the gap between HOMO and LUMO is 11.28 eV.

Last column: Mulliken charge in e.
Element x y z (Å)
C: -0.944 -0.517 0.022  0.59
C: 2.284 -0.160 -0.760  -0.51
C: 2.391 -0.140 0.745  -0.67
C: 1.044 -0.424 0.014  0.48
C: -3.261 0.213 0.030  -0.76
N: 0.011 -1.487 -0.025  -0.23
N: -0.087 0.550 0.036  -0.23
O: -2.194 -0.721 -0.076  -0.35
H: 2.336 0.842 -1.249  0.22
H: 2.737 -1.002 -1.356  0.25
H: 2.826 -0.918 1.266  0.29
H: 2.307 0.614 1.471  0.29
H: -4.128 -0.315 0.145  0.26
H: -3.298 0.664 -0.880  0.38
H: -2.978 0.833 0.760  0.40
H: 0.078 -2.353 0.517  0.31
H: 0.004 1.435 -0.381  0.28